Entry 1:
{"formula": "C3H10NOS2", "method": "ωB97M-V with the def2-TZVPD basis set", "species": ["C", "S", "S", "H", "H", "H", "H", "O", "C", "C", "N", "H", "H", "H", "H", "H", "H"], "coordinates": [[1.77, -2.25, 1.35], [0.86, -1.33, 0.09], [2.29, -0.45, -1.11], [2.31, -3.09, 0.93], [1.02, -2.57, 2.07], [2.45, -1.57, 1.87], [2.65, 0.60, -0.31], [-3.33, 1.30, -0.63], [-3.05, 1.46, 0.52], [-1.61, 1.58, 0.94], [-0.77, 1.45, -0.30], [-3.86, 1.52, 1.26], [-1.36, 2.54, 1.38], [-1.31, 0.79, 1.64], [-0.33, 0.52, -0.40], [-1.30, 1.72, -1.14], [0.00, 2.10, -0.22]], "fmax_ev_per_a": 0.72, "e_above_lowest_kj_mol": 43.9, "gap_ha": 0.354, "charge": 1, "energy_ha": -1046.40921}



Entry 2:
{"formula": "C3H10NP", "method": "ωB97M-V with the def2-TZVPD basis set", "species": ["C", "C", "C", "N", "P", "H", "H", "H", "H", "H", "H", "H", "H", "H", "H"], "coordinates": [[0.00, 1.56, 1.81], [1.75, 0.47, -0.88], [-0.29, -1.37, -1.26], [-0.67, 0.52, 0.95], [0.87, -0.86, -0.07], [-0.73, 2.24, 2.32], [0.61, 1.05, 2.46], [0.66, 2.25, 1.27], [2.84, 0.40, -1.00], [1.75, 1.30, -0.15], [1.34, 1.12, -1.72], [0.04, -2.19, -1.94], [-0.65, -0.54, -2.01], [-1.19, -1.89, -0.79], [-1.03, 0.96, 0.13]], "fmax_ev_per_a": 4.30, "e_above_lowest_kj_mol": 253.2, "gap_ha": 0.340, "charge": 0, "energy_ha": -516.31346}



Entry 3:
{"formula": "C3H10NS", "method": "ωB97M-V with the def2-TZVPD basis set", "species": ["S", "H", "C", "N", "C", "C", "H", "H", "H", "H", "H", "H", "H", "H", "H"], "coordinates": [[-0.18, 1.82, -1.85], [-0.13, 2.83, -2.74], [1.13, -0.85, 0.02], [0.17, -0.54, 1.06], [-1.19, -0.47, 0.55], [0.27, -1.54, 2.10], [1.07, -0.18, -0.85], [1.07, -1.90, -0.31], [2.13, -0.69, 0.41], [-1.86, -0.37, 1.41], [-1.32, 0.41, -0.07], [-1.48, -1.38, -0.01], [-0.46, -1.33, 2.88], [1.26, -1.49, 2.56], [0.11, -2.57, 1.74]], "fmax_ev_per_a": 0.67, "e_above_lowest_kj_mol": 86.2, "gap_ha": 0.235, "charge": -1, "energy_ha": -573.24929}